{"formula": "C95H213N9O16", "method": "wB97M-V/def2-TZVPD", "species": ["C", "C", "C", "C", "C", "C", "N", "O", "C", "C", "C", "H", "H", "H", "H", "H", "H", "H", "H", "H", "H", "H", "H", "H", "H", "H", "H", "H", "H", "H", "C", "C", "C", "C", "C", "C", "N", "O", "C", "C", "C", "H", "H", "H", "H", "H", "H", "H", "H", "H", "H", "H", "H", "H", "H", "H", "H", "H", "H", "H", "C", "C", "C", "C", "C", "C", "N", "O", "C", "C", "C", "H", "H", "H", "H", "H", "H", "H", "H", "H", "H", "H", "H", "H", "H", "H", "H", "H", "H", "H", "C", "C", "C", "C", "C", "C", "N", "O", "C", "C", "C", "H", "H", "H", "H", "H", "H", "H", "H", "H", "H", "H", "H", "H", "H", "H", "H", "H", "H", "H", "C", "C", "C", "C", "C", "C", "N", "O", "C", "C", "C", "H", "H", "H", "H", "H", "H", "H", "H", "H", "H", "H", "H", "H", "H", "H", "H", "H", "H", "H", "C", "C", "C", "C", "C", "C", "N", "O", "C", "C", "C", "H", "H", "H", "H", "H", "H", "H", "H", "H", "H", "H", "H", "H", "H", "H", "H", "H", "H", "H", "C", "C", "C", "C", "C", "C", "N", "O", "C", "C", "C", "H", "H", "H", "H", "H", "H", "H", "H", "H", "H", "H", "H", "H", "H", "H", "H", "H", "H", "H", "C", "C", "C", "C", "C", "C", "N", "O", "C", "C", "C", "H", "H", "H", "H", "H", "H", "H", "H", "H", "H", "H", "H", "H", "H", "H", "H", "H", "H", "H", "C", "C", "C", "C", "C", "C", "N", "O", "C", "C", "C", "H", "H", "H", "H", "H", "H", "H", "H", "H", "H", "H", "H", "H", "H", "H", "H", "H", "H", "H", "C", "C", "O", "H", "H", "H", "H", "H", "H", "C", "C", "O", "H", "H", "H", "H", "H", "H", "C", "C", "O", "H", "H", "H", "H", "H", "H", "C", "C", "O", "H", "H", "H", "H", "H", "H", "C", "C", "O", "H", "H", "H", "H", "H", "H", "C", "C", "O", "H", "H", "H", "H", "H", "H", "C", "C", "O", "H", "H", "H", "H", "H", "H"], "coordinates": [[-15.329, 20.741, 22.632], [-16.128, 20.791, 21.339], [-16.545, 19.318, 21.001], [-17.419, 19.279, 19.791], [-18.671, 20.066, 20.208], [-18.423, 21.565, 20.569], [-17.363, 21.516, 21.598], [-17.081, 22.835, 22.132], [-18.172, 22.479, 19.344], [-19.717, 21.994, 21.277], [-15.256, 21.332, 20.212], [-14.779, 21.670, 22.795], [-14.571, 19.994, 22.471], [-16.032, 20.511, 23.389], [-15.573, 18.830, 20.897], [-17.056, 18.796, 21.816], [-17.632, 18.258, 19.436], [-16.931, 19.800, 18.962], [-19.159, 19.571, 21.031], [-19.437, 20.115, 19.393], [-17.547, 23.304, 19.571], [-17.781, 22.002, 18.500], [-19.138, 22.914, 19.001], [-19.866, 21.429, 22.202], [-19.680, 23.050, 21.583], [-20.551, 21.837, 20.571], [-15.125, 22.468, 20.237], [-15.643, 21.237, 19.180], [-14.254, 20.915, 20.243], [-16.857, 23.386, 21.369], [-15.373, 16.857, 17.596], [-14.438, 16.973, 16.372], [-12.981, 16.823, 16.911], [-11.943, 16.762, 15.836], [-12.253, 15.609, 14.817], [-13.729, 15.638, 14.278], [-14.586, 15.851, 15.472], [-15.962, 15.855, 15.022], [-13.828, 16.635, 13.091], [-14.012, 14.240, 13.738], [-14.645, 18.385, 15.790], [-16.422, 16.940, 17.351], [-15.080, 17.605, 18.339], [-15.272, 15.824, 17.929], [-12.648, 17.665, 17.573], [-13.007, 15.869, 17.513], [-11.001, 16.534, 16.339], [-11.804, 17.707, 15.324], [-12.016, 14.650, 15.251], [-11.617, 15.679, 13.922], [-12.954, 16.455, 12.452], [-14.744, 16.465, 12.519], [-13.774, 17.655, 13.402], [-13.295, 13.994, 12.945], [-13.885, 13.481, 14.482], [-15.027, 14.337, 13.401], [-14.823, 19.079, 16.622], [-15.535, 18.307, 15.160], [-13.721, 18.687, 15.274], [-16.430, 15.096, 15.442], [-24.800, 10.945, 24.950], [-25.649, 11.910, 24.104], [-26.000, 13.120, 24.997], [-26.506, 14.334, 24.188], [-25.460, 14.655, 23.197], [-25.135, 13.536, 22.220], [-24.780, 12.289, 22.996], [-24.717, 11.227, 22.052], [-26.293, 13.354, 21.142], [-23.888, 13.887, 21.505], [-27.032, 11.270, 23.650], [-23.742, 11.239, 24.900], [-24.945, 9.974, 24.523], [-25.113, 10.958, 26.020], [-26.770, 12.732, 25.659], [-25.151, 13.484, 25.594], [-26.593, 15.150, 24.879], [-27.494, 14.262, 23.778], [-24.642, 14.983, 23.841], [-25.784, 15.551, 22.609], [-26.128, 14.172, 20.442], [-26.182, 12.458, 20.547], [-27.345, 13.438, 21.465], [-23.936, 14.943, 21.150], [-23.170, 13.766, 22.317], [-23.581, 13.295, 20.668], [-27.832, 12.044, 23.726], [-27.258, 10.525, 24.408], [-27.051, 10.802, 22.660], [-23.857, 10.847, 22.084], [-25.403, 17.437, 19.450], [-25.037, 18.827, 19.892], [-23.794, 18.800, 20.798], [-22.444, 18.602, 20.139], [-22.348, 19.620, 19.003], [-23.565, 19.655, 17.983], [-24.763, 19.825, 18.861], [-25.938, 19.821, 17.958], [-23.396, 21.028, 17.230], [-23.454, 18.476, 17.037], [-26.189, 19.348, 20.747], [-26.313, 17.358, 18.886], [-25.572, 16.799, 20.321], [-24.556, 16.936, 18.943], [-23.743, 19.682, 21.452], [-24.074, 17.953, 21.469], [-22.483, 17.603, 19.692], [-21.646, 18.608, 20.869], [-21.482, 19.392, 18.330], [-22.182, 20.678, 19.376], [-23.853, 21.821, 17.811], [-22.355, 21.246, 17.139], [-23.760, 20.916, 16.254], [-24.376, 18.487, 16.353], [-22.585, 18.694, 16.435], [-23.232, 17.544, 17.584], [-26.933, 19.780, 20.098], [-25.848, 20.091, 21.451], [-26.586, 18.525, 21.330], [-26.227, 20.718, 17.836], [-19.955, 9.383, 17.285], [-21.216, 9.270, 16.407], [-21.489, 7.749, 16.308], [-22.068, 7.158, 17.589], [-23.195, 7.999, 18.169], [-23.010, 9.505, 18.186], [-22.459, 9.844, 16.864], [-22.381, 11.237, 16.857], [-24.402, 10.099, 18.260], [-22.146, 9.845, 19.390], [-20.877, 9.787, 15.035], [-19.103, 8.933, 16.716], [-20.035, 8.774, 18.185], [-19.692, 10.406, 17.469], [-22.291, 7.522, 15.600], [-20.526, 7.243, 16.112], [-21.296, 7.115, 18.305], [-22.393, 6.115, 17.426], [-23.427, 7.711, 19.199], [-24.053, 7.820, 17.536], [-24.960, 9.942, 17.331], [-24.926, 9.736, 19.169], [-24.324, 11.165, 18.356], [-21.762, 10.869, 19.443], [-22.826, 9.702, 20.296], [-21.414, 9.036, 19.556], [-21.719, 9.802, 14.330], [-20.117, 9.212, 14.491], [-20.440, 10.814, 15.064], [-22.990, 11.517, 16.164], [-14.999, 9.160, 22.867], [-16.330, 9.954, 22.785], [-16.202, 10.852, 21.512], [-16.351, 10.096, 20.190], [-17.717, 9.330, 20.181], [-17.837, 8.290, 21.387], [-17.570, 9.140, 22.593], [-17.779, 8.375, 23.804], [-19.297, 7.821, 21.458], [-16.852, 7.171, 21.194], [-16.590, 10.800, 24.003], [-14.692, 8.868, 21.854], [-15.150, 8.262, 23.511], [-14.166, 9.744, 23.385], [-16.844, 11.752, 21.620], [-15.233, 11.297, 21.574], [-15.542, 9.417, 19.933], [-16.362, 10.752, 19.311], [-17.852, 8.715, 19.294], [-18.510, 10.077, 20.294], [-19.491, 7.179, 22.317], [-19.981, 8.693, 21.465], [-19.447, 7.184, 20.561], [-15.954, 7.402, 20.658], [-16.639, 6.689, 22.154], [-17.264, 6.408, 20.572], [-17.589, 11.222, 23.973], [-15.795, 11.567, 24.152], [-16.620, 10.207, 24.953], [-17.144, 7.669, 23.731], [-21.183, 21.257, 14.138], [-19.672, 21.356, 14.214], [-19.194, 21.332, 15.689], [-19.138, 19.938, 16.267], [-18.232, 19.074, 15.397], [-18.692, 19.038, 13.883], [-18.853, 20.432, 13.398], [-19.260, 20.436, 12.022], [-17.582, 18.361, 13.064], [-20.001, 18.183, 13.791], [-19.271, 22.778, 13.583], [-21.568, 20.541, 14.922], [-21.498, 20.837, 13.166], [-21.741, 22.187, 14.323], [-18.207, 21.766, 15.700], [-19.914, 22.007, 16.205], [-20.109, 19.529, 16.412], [-18.774, 19.939, 17.303], [-18.246, 18.019, 15.674], [-17.202, 19.468, 15.401], [-17.243, 17.432, 13.555], [-18.068, 18.101, 12.128], [-16.701, 18.965, 12.916], [-20.360, 18.125, 12.748], [-19.751, 17.148, 14.072], [-20.791, 18.519, 14.444], [-18.206, 22.876, 13.390], [-19.619, 23.632, 14.210], [-19.757, 22.899, 12.600], [-18.574, 20.946, 11.569], [-14.433, 14.489, 22.777], [-15.751, 15.280, 22.498], [-16.967, 14.448, 22.967], [-16.994, 14.317, 24.555], [-17.092, 15.664, 25.116], [-15.918, 16.603, 24.694], [-15.810, 16.562, 23.176], [-14.754, 17.447, 22.751], [-16.322, 17.978, 25.130], [-14.609, 16.255, 25.430], [-15.895, 15.545, 21.011], [-14.356, 13.673, 22.067], [-14.474, 14.099, 23.805], [-13.538, 15.096, 22.725], [-17.923, 14.839, 22.664], [-16.703, 13.518, 22.525], [-16.120, 13.821, 24.955], [-17.828, 13.699, 24.848], [-17.059, 15.695, 26.231], [-18.093, 16.072, 24.939], [-16.714, 17.947, 26.119], [-15.514, 18.717, 25.100], [-17.085, 18.345, 24.472], [-14.441, 15.155, 25.496], [-13.686, 16.631, 25.012], [-14.655, 16.633, 26.459], [-15.043, 16.140, 20.647], [-16.791, 16.107, 20.855], [-15.909, 14.603, 20.443], [-13.917, 17.078, 23.057], [-21.882, 15.000, 16.617], [-20.343, 14.843, 16.606], [-19.686, 16.176, 16.906], [-19.815, 16.602, 18.338], [-19.155, 15.521, 19.265], [-19.841, 14.181, 19.012], [-19.743, 13.946, 17.557], [-20.061, 12.591, 17.302], [-19.006, 13.148, 19.769], [-21.278, 14.178, 19.580], [-20.009, 14.418, 15.213], [-22.242, 15.920, 16.147], [-22.444, 14.929, 17.559], [-22.291, 14.153, 16.016], [-18.607, 16.098, 16.637], [-20.065, 16.986, 16.290], [-20.914, 16.771, 18.550], [-19.306, 17.571, 18.465], [-19.202, 15.684, 20.356], [-18.063, 15.531, 19.036], [-18.844, 13.445, 20.818], [-19.512, 12.166, 19.728], [-18.069, 13.132, 19.228], [-21.163, 13.943, 20.630], [-21.928, 15.029, 19.433], [-21.843, 13.330, 19.181], [-20.406, 13.469, 14.853], [-18.927, 14.358, 15.129], [-20.453, 15.143, 14.514], [-21.023, 12.463, 17.241], [-16.764, 12.014, 15.101], [-16.803, 12.391, 16.520], [-17.012, 13.735, 16.851], [-16.629, 10.892, 15.043], [-15.899, 12.511, 14.664], [-17.703, 12.298, 14.580], [-15.852, 12.104, 16.995], [-17.589, 11.754, 16.933], [-17.952, 13.834, 17.182], [-18.306, 13.306, 11.636], [-19.193, 14.599, 11.543], [-20.232, 14.384, 10.585], [-18.104, 12.890, 10.648], [-18.855, 12.511, 12.183], [-17.340, 13.516, 12.152], [-18.540, 15.449, 11.274], [-19.739, 14.735, 12.482], [-19.830, 14.427, 9.692], [-20.192, 12.056, 23.548], [-20.983, 11.320, 22.478], [-21.909, 10.356, 22.968], [-19.581, 12.885, 23.161], [-19.536, 11.300, 23.983], [-20.854, 12.449, 24.330], [-20.172, 10.932, 21.881], [-21.559, 12.007, 21.862], [-21.460, 9.527, 23.193], [-19.687, 17.454, 22.384], [-20.588, 16.298, 22.742], [-21.901, 16.506, 22.301], [-19.592, 17.594, 21.282], [-18.695, 17.326, 22.800], [-20.045, 18.422, 22.824], [-20.657, 16.182, 23.851], [-20.193, 15.376, 22.337], [-22.444, 15.860, 22.739], [-24.980, 14.225, 17.837], [-25.270, 15.082, 16.623], [-25.712, 14.284, 15.482], [-25.895, 13.606, 17.997], [-24.882, 14.758, 18.782], [-24.182, 13.539, 17.621], [-24.367, 15.554, 16.304], [-26.025, 15.753, 16.833], [-25.785, 14.869, 14.724], [-22.288, 12.244, 12.869], [-23.208, 13.117, 13.706], [-23.794, 12.260, 14.724], [-22.810, 11.254, 12.679], [-21.323, 12.104, 13.326], [-22.129, 12.670, 11.900], [-24.000, 13.471, 13.065], [-22.638, 13.914, 14.199], [-24.529, 12.787, 15.072], [-23.362, 16.731, 12.821], [-24.650, 17.481, 13.079], [-25.739, 16.590, 13.342], [-23.186, 15.923, 13.536], [-22.491, 17.366, 12.805], [-23.431, 16.332, 11.831], [-24.949, 18.144, 12.262], [-24.515, 18.107, 14.002], [-26.540, 16.957, 12.925]], "lowdin_charge": [-0.02, -0.51, -0.14, -0.18, -0.13, -0.48, -0.08, -0.02, 0.00, -0.03, -0.03, 0.09, 0.07, 0.07, 0.10, 0.11, 0.09, 0.09, 0.07, 0.11, 0.06, 0.04, 0.10, 0.09, 0.09, 0.07, 0.10, 0.07, 0.08, 0.07, -0.03, -0.52, -0.16, -0.19, -0.11, -0.49, -0.05, -0.06, -0.01, -0.04, -0.02, 0.06, 0.08, 0.08, 0.13, 0.14, 0.11, 0.10, 0.10, 0.11, 0.08, 0.08, 0.05, 0.10, 0.07, 0.06, 0.08, 0.05, 0.07, 0.07, -0.03, -0.50, -0.13, -0.20, -0.16, -0.47, -0.08, -0.03, 0.00, -0.07, -0.01, 0.08, 0.07, 0.09, 0.12, 0.12, 0.11, 0.10, 0.12, 0.13, 0.05, 0.07, 0.08, 0.09, 0.09, 0.07, 0.08, 0.07, 0.08, 0.04, -0.03, -0.54, -0.13, -0.17, -0.12, -0.47, -0.04, -0.04, -0.02, -0.03, -0.02, 0.09, 0.07, 0.06, 0.12, 0.12, 0.08, 0.09, 0.10, 0.12, 0.09, 0.05, 0.05, 0.11, 0.06, 0.06, 0.08, 0.08, 0.08, 0.08, -0.03, -0.51, -0.13, -0.18, -0.14, -0.52, -0.06, -0.06, -0.02, -0.01, -0.04, 0.10, 0.05, 0.05, 0.12, 0.13, 0.07, 0.12, 0.13, 0.11, 0.10, 0.10, 0.05, 0.08, 0.10, 0.06, 0.08, 0.09, 0.08, 0.06, -0.02, -0.50, -0.13, -0.15, -0.10, -0.49, -0.07, -0.04, -0.02, -0.03, -0.04, 0.07, 0.08, 0.11, 0.10, 0.10, 0.10, 0.10, 0.11, 0.09, 0.08, 0.07, 0.09, 0.07, 0.09, 0.08, 0.05, 0.09, 0.10, 0.05, -0.04, -0.49, -0.13, -0.18, -0.10, -0.46, -0.09, -0.03, -0.03, -0.02, -0.04, 0.06, 0.09, 0.09, 0.11, 0.13, 0.07, 0.09, 0.09, 0.11, 0.07, 0.07, 0.08, 0.08, 0.07, 0.05, 0.07, 0.09, 0.07, 0.11, 0.00, -0.51, -0.08, -0.17, -0.15, -0.47, -0.05, -0.04, -0.05, -0.02, -0.03, 0.08, 0.06, 0.08, 0.09, 0.07, 0.09, 0.10, 0.14, 0.12, 0.08, 0.09, 0.07, 0.08, 0.07, 0.09, 0.09, 0.06, 0.09, 0.07, -0.01, -0.49, -0.14, -0.13, -0.10, -0.47, -0.09, -0.03, -0.01, -0.01, -0.02, 0.08, 0.05, 0.07, 0.12, 0.09, 0.11, 0.09, 0.09, 0.12, 0.08, 0.08, 0.08, 0.06, 0.07, 0.08, 0.07, 0.09, 0.08, 0.06, -0.08, -0.36, -0.11, 0.11, 0.05, 0.07, 0.12, 0.10, 0.05, -0.07, -0.29, -0.11, 0.06, 0.06, 0.07, 0.11, 0.08, 0.09, -0.06, -0.31, -0.07, 0.06, 0.06, 0.08, 0.08, 0.09, 0.10, -0.08, -0.32, -0.07, 0.06, 0.05, 0.10, 0.13, 0.07, 0.05, -0.07, -0.25, -0.08, 0.10, 0.04, 0.05, 0.07, 0.09, 0.05, -0.07, -0.27, -0.11, 0.11, 0.04, 0.06, 0.11, 0.07, 0.05, -0.06, -0.29, -0.09, 0.06, 0.05, 0.07, 0.12, 0.10, 0.10], "charge": 0, "e_homo_ev": -8.317, "total_energy_ha": -5443.64875, "e_above_lowest_ev": 0.000}